Version i
This record from the Open Molecules 2025 dataset describes a cluster of 12 separate species, C24H72O24 in total. The level of theory is the ωB97M-V functional and the def2-TZVPD basis.

Geometry as ORCA input:
```
! wB97M-V def2-TZVPD RIJCOSX def2/J DEFGRID3
* xyz 0 1
O 0.251 -0.700 0.789
C -0.424 -0.119 -0.374
C -0.517 1.407 -0.179
O -1.009 1.904 1.066
H 1.118 -0.916 0.439
H 0.082 -0.443 -1.283
H -1.399 -0.605 -0.354
H -1.378 1.708 -0.777
H 0.302 1.989 -0.603
H -0.201 2.049 1.565
O 1.294 2.635 2.826
C 1.597 1.334 3.358
C 0.652 0.972 4.518
O 0.825 1.806 5.701
H 2.161 3.045 2.769
H 1.547 0.670 2.495
H 2.603 1.358 3.776
H 0.832 -0.025 4.920
H -0.375 0.994 4.154
H 1.718 1.921 6.034
O -5.428 2.937 -4.333
C -4.617 2.956 -3.165
C -3.165 3.475 -3.421
O -2.761 2.780 -4.650
H -4.770 2.711 -4.994
H -5.160 3.477 -2.377
H -4.405 1.994 -2.698
H -2.586 3.194 -2.540
H -3.210 4.536 -3.666
H -2.083 2.124 -4.472
O 3.695 1.969 -1.148
C 4.551 0.902 -0.828
C 3.863 0.131 0.340
O 2.888 -0.711 -0.212
H 3.153 1.621 -1.860
H 4.608 0.236 -1.689
H 5.583 1.162 -0.593
H 3.204 0.740 0.958
H 4.576 -0.393 0.977
H 3.224 -1.388 -0.804
O 2.615 4.516 -0.722
C 2.309 4.854 0.584
C 3.542 4.796 1.529
O 3.838 3.472 1.877
H 2.890 3.598 -0.771
H 1.872 5.845 0.704
H 1.458 4.200 0.778
H 3.318 5.323 2.456
H 4.350 5.272 0.973
H 4.596 3.618 2.448
O -0.290 4.702 3.898
C -1.596 4.213 3.928
C -2.328 5.207 4.930
O -2.663 6.399 4.228
H 0.231 3.943 3.627
H -2.174 4.191 3.004
H -1.685 3.233 4.396
H -1.772 5.400 5.848
H -3.219 4.783 5.393
H -1.911 6.995 4.274
O 1.868 0.903 -3.229
C 2.683 -0.070 -3.864
C 3.755 0.619 -4.745
O 4.616 -0.362 -5.256
H 1.461 1.346 -3.977
H 3.147 -0.714 -3.117
H 2.041 -0.732 -4.445
H 4.285 1.418 -4.227
H 3.240 1.150 -5.546
H 5.284 -0.038 -5.865
O -2.613 -2.530 4.240
C -2.318 -1.770 3.093
C -3.622 -1.286 2.364
O -4.409 -2.371 1.961
H -2.187 -3.380 4.111
H -1.718 -0.938 3.460
H -1.726 -2.326 2.366
H -3.287 -0.623 1.567
H -4.212 -0.607 2.980
H -4.516 -2.947 2.722
O 0.009 -4.839 2.712
C 0.898 -3.854 2.080
C 1.405 -2.836 3.112
O 2.255 -3.450 4.007
H 0.409 -5.337 3.428
H 1.690 -4.457 1.636
H 0.332 -3.357 1.292
H 0.612 -2.305 3.638
H 1.921 -1.978 2.679
H 1.599 -3.920 4.527
O -2.231 -5.254 0.797
C -2.167 -4.362 -0.248
C -3.557 -4.342 -0.897
O -3.888 -5.525 -1.644
H -1.451 -5.176 1.351
H -1.857 -3.357 0.040
H -1.459 -4.618 -1.036
H -3.580 -3.401 -1.447
H -4.407 -4.157 -0.241
H -4.654 -5.216 -2.132
O -1.457 -2.354 -3.749
C -2.669 -1.583 -3.391
C -2.581 -0.293 -4.194
O -1.548 0.568 -3.702
H -1.752 -3.267 -3.733
H -3.581 -2.080 -3.723
H -2.762 -1.389 -2.322
H -3.546 0.213 -4.197
H -2.449 -0.405 -5.270
H -0.900 -0.039 -3.338
O 1.999 -3.635 -0.943
C 1.567 -3.318 -2.296
C 1.028 -4.586 -2.924
O 2.100 -5.534 -2.924
H 2.643 -4.348 -0.957
H 0.867 -2.491 -2.176
H 2.463 -2.932 -2.781
H 0.643 -4.348 -3.915
H 0.112 -4.901 -2.425
H 1.950 -6.276 -2.335
*
```

- Kohn-Sham gap: 9.40 eV
- Lowest unoccupied orbital energy: 0.0027 hartree
- SMILES: OCCO.OCCO.OCCO.OCCO.OCCO.OCCO.OCCO.OCCO.OCCO.OCCO.OCCO.OCCO
- HOMO level: -9.32 eV



Version ii
This record from the Open Molecules 2025 dataset describes a cluster of 12 separate species, C24H72O24 in total. The level of theory is the ωB97M-V functional and the def2-TZVPD basis.

Geometry as ORCA input:
```
! wB97M-V def2-TZVPD RIJCOSX def2/J DEFGRID3
* xyz 0 1
O 1.807 13.079 28.331
C 2.244 14.220 27.574
C 1.381 14.750 26.381
O 0.652 15.869 26.840
H 2.389 12.871 29.034
H 2.591 14.929 28.228
H 3.208 13.955 27.050
H 0.616 13.998 26.097
H 2.079 14.958 25.526
H 0.203 15.513 27.660
O 12.078 15.275 28.471
C 10.748 14.878 28.488
C 9.857 15.691 27.520
O 8.581 15.302 27.919
H 12.602 14.628 28.893
H 10.635 13.745 28.264
H 10.457 15.031 29.474
H 10.110 15.512 26.425
H 9.957 16.804 27.755
H 7.926 15.874 27.513
O 7.007 12.941 28.080
C 7.863 12.541 27.093
C 7.637 11.084 26.707
O 8.476 10.654 25.743
H 7.315 13.852 28.203
H 7.614 13.203 26.173
H 8.847 12.711 27.278
H 6.609 10.882 26.358
H 7.788 10.413 27.596
H 8.332 11.080 24.892
O 2.908 10.466 31.996
C 3.331 9.735 33.043
C 2.280 8.726 33.562
O 1.726 8.017 32.542
H 2.364 9.931 31.558
H 4.136 9.191 32.623
H 3.766 10.319 33.821
H 1.504 9.406 34.036
H 2.820 8.180 34.317
H 2.353 7.305 32.362
O 3.532 17.006 27.912
C 2.847 17.750 28.853
C 2.310 19.153 28.296
O 1.309 18.770 27.459
H 2.919 16.603 27.284
H 2.064 17.104 29.076
H 3.364 17.931 29.781
H 3.231 19.651 27.751
H 2.185 19.865 29.130
H 1.706 18.231 26.797
O 5.632 18.978 26.765
C 6.114 19.128 28.124
C 7.064 18.028 28.570
O 6.231 16.901 28.432
H 6.250 19.359 26.149
H 6.672 20.045 28.198
H 5.299 19.069 28.820
H 7.245 18.201 29.610
H 7.905 17.877 28.054
H 5.468 17.217 27.902
O 4.453 12.485 23.113
C 4.292 13.488 24.088
C 5.199 13.322 25.282
O 5.167 14.439 26.038
H 3.620 12.179 22.805
H 4.456 14.461 23.663
H 3.286 13.448 24.413
H 6.171 13.140 24.773
H 4.742 12.498 25.864
H 5.905 15.057 25.777
O 1.185 9.736 29.995
C 0.264 10.799 30.191
C -0.878 10.402 31.028
O -1.561 11.665 31.422
H 1.004 9.364 29.096
H 0.730 11.691 30.523
H -0.087 11.066 29.252
H -0.486 9.801 31.882
H -1.540 9.911 30.281
H -0.985 12.184 31.932
O 3.234 12.685 30.591
C 4.351 13.416 30.985
C 4.784 14.468 29.993
O 6.031 14.966 30.471
H 3.148 11.853 31.158
H 4.121 13.781 32.016
H 5.169 12.718 31.137
H 4.027 15.209 30.062
H 4.927 14.167 28.927
H 6.227 15.409 29.695
O 4.640 11.224 27.780
C 4.415 10.247 28.696
C 5.030 8.993 28.320
O 4.755 8.164 29.426
H 5.549 11.604 27.833
H 4.837 10.602 29.676
H 3.392 10.135 29.103
H 6.082 9.062 28.101
H 4.546 8.604 27.463
H 5.272 8.558 30.143
O 6.753 9.631 31.143
C 7.446 10.747 30.730
C 7.633 11.734 31.940
O 8.255 12.889 31.432
H 7.044 8.818 30.720
H 8.445 10.440 30.337
H 7.069 11.289 29.890
H 8.314 11.271 32.662
H 6.658 11.877 32.410
H 7.605 13.621 31.341
O -0.813 15.510 28.987
C -0.571 14.526 29.905
C 0.565 14.944 30.850
O 0.953 13.983 31.811
H -1.511 16.079 29.206
H -1.475 14.312 30.515
H -0.322 13.606 29.380
H 0.304 15.861 31.364
H 1.401 15.191 30.336
H 1.738 13.543 31.453
*
```

- Kohn-Sham gap: 9.12 eV
- Lowest unoccupied orbital energy: 0.0013 hartree
- SMILES: OCCO.OCCO.OCCO.OCCO.OCCO.OCCO.OCCO.OCCO.OCCO.OCCO.OCCO.OCCO
- HOMO level: -9.08 eV



Most stable: version i



Version i
This record from the Open Molecules 2025 dataset describes a structure of composition C40H43I2InN6O3S4. The level of theory is the ωB97M-V functional and the def2-TZVPD basis.

Geometry as ORCA input:
```
! wB97M-V def2-TZVPD RIJCOSX def2/J DEFGRID3
* xyz 2 1
In 0.333 0.345 0.022
N -1.102 -0.932 1.004
S -1.389 -2.375 0.943
N -1.252 -3.143 -0.485
S -0.246 -4.184 -1.025
N 1.281 -3.914 -1.097
S 1.827 -2.423 -1.503
N 1.298 -1.340 -0.696
C 3.565 -2.686 -1.353
C 4.145 -3.947 -1.316
C 5.526 -4.037 -1.218
C 6.297 -2.883 -1.163
C 5.699 -1.630 -1.201
C 4.321 -1.520 -1.295
C 1.538 -2.282 -3.251
C 2.171 -3.134 -4.148
C 1.880 -3.015 -5.496
C 0.969 -2.059 -5.931
C 0.351 -1.211 -5.024
C 0.638 -1.315 -3.670
C -0.904 -4.532 -2.630
C -0.269 -5.536 -3.351
C -0.744 -5.845 -4.613
C -1.829 -5.150 -5.136
C -2.444 -4.145 -4.403
C -1.987 -3.827 -3.133
C -0.314 -5.717 -0.148
C -1.524 -6.401 -0.174
C -1.631 -7.585 0.533
C -0.539 -8.068 1.246
C 0.662 -7.374 1.254
C 0.786 -6.183 0.553
C -3.091 -2.678 1.328
C -3.889 -3.529 0.580
C -5.220 -3.690 0.942
C -5.729 -3.013 2.040
C -4.917 -2.160 2.780
C -3.592 -1.983 2.423
C -0.480 -3.360 2.115
C 0.876 -3.088 2.236
C 1.632 -3.826 3.132
C 1.028 -4.815 3.900
C -0.328 -5.080 3.764
C -1.095 -4.355 2.863
H 3.532 -4.836 -1.359
H 5.999 -5.008 -1.184
H 7.374 -2.962 -1.089
H 6.305 -0.736 -1.156
H 3.838 -0.549 -1.315
H 2.886 -3.871 -3.805
H 2.371 -3.663 -6.210
H 0.749 -1.970 -6.987
H -0.349 -0.461 -5.364
H 0.181 -0.644 -2.954
H 0.577 -6.067 -2.932
H -0.269 -6.627 -5.189
H -2.196 -5.396 -6.123
H -3.285 -3.606 -4.818
H -2.447 -3.039 -2.551
H -2.359 -6.031 -0.755
H -2.560 -8.139 0.517
H -0.624 -9.000 1.790
H 1.509 -7.758 1.806
H 1.711 -5.624 0.552
H -3.488 -4.036 -0.284
H -5.859 -4.340 0.360
H -6.766 -3.144 2.319
H -5.320 -1.630 3.632
H -2.952 -1.311 2.980
H 1.326 -2.321 1.617
H 2.690 -3.628 3.238
H 1.617 -5.380 4.610
H -0.795 -5.848 4.365
H -2.153 -4.557 2.761
N 1.815 0.715 1.669
C 1.263 1.002 3.017
C 0.453 2.291 3.034
C -0.889 2.231 2.316
N -0.728 2.167 0.844
H 2.421 -0.102 1.694
H 2.407 1.479 1.342
H 2.078 1.074 3.738
H 0.635 0.155 3.303
H 1.054 3.114 2.633
H 0.258 2.542 4.078
H -1.480 3.108 2.582
H -1.445 1.344 2.626
H -0.195 2.971 0.498
H -1.638 2.215 0.392
I -2.698 -0.025 -1.544
I -3.154 1.128 -3.896
C 2.211 3.011 -3.093
S 1.741 2.480 -1.488
O 0.543 1.574 -1.723
O 1.359 3.628 -0.698
O 2.804 1.667 -0.912
H 1.364 3.527 -3.538
H 2.493 2.139 -3.677
H 3.053 3.690 -2.976
*
```

- Kohn-Sham gap: 7.94 eV
- Lowest unoccupied orbital energy: -0.2063 hartree
- HOMO level: -13.56 eV



Version ii
This record from the Open Molecules 2025 dataset describes a structure of composition C40H43I2InN6O3S4. The level of theory is the ωB97M-V functional and the def2-TZVPD basis.

Geometry as ORCA input:
```
! wB97M-V def2-TZVPD RIJCOSX def2/J DEFGRID3
* xyz 2 1
In -1.524 2.158 0.261
N -1.741 0.584 -1.131
S -0.831 -0.396 -1.752
N -0.242 -1.568 -0.773
S 1.149 -1.754 -0.110
N 1.763 -0.618 0.748
S 0.861 0.439 1.630
N 0.377 1.569 0.810
C 2.053 0.981 2.830
C 1.689 2.111 3.549
C 2.554 2.579 4.524
C 3.758 1.925 4.759
C 4.101 0.792 4.033
C 3.242 0.306 3.060
C -0.256 -0.639 2.553
C 0.248 -1.281 3.678
C -0.556 -2.182 4.359
C -1.848 -2.430 3.914
C -2.337 -1.786 2.787
C -1.541 -0.885 2.094
C 2.450 -2.217 -1.235
C 3.652 -1.528 -1.233
C 4.665 -1.961 -2.076
C 4.465 -3.065 -2.892
C 3.251 -3.743 -2.881
C 2.232 -3.322 -2.046
C 0.945 -3.223 0.866
C -0.250 -3.922 0.879
C -0.337 -5.062 1.665
C 0.756 -5.480 2.410
C 1.948 -4.764 2.383
C 2.050 -3.625 1.605
C -1.778 -1.343 -2.927
C -1.560 -2.699 -3.115
C -2.280 -3.369 -4.091
C -3.198 -2.679 -4.871
C -3.420 -1.324 -4.662
C -2.709 -0.647 -3.685
C 0.600 0.156 -2.717
C 1.432 1.139 -2.195
C 2.554 1.524 -2.911
C 2.844 0.923 -4.129
C 2.015 -0.068 -4.634
C 0.885 -0.458 -3.930
H 0.754 2.611 3.327
H 2.290 3.456 5.099
H 4.440 2.312 5.504
H 5.034 0.283 4.230
H 3.482 -0.572 2.475
H 1.249 -1.084 4.033
H -0.174 -2.683 5.238
H -2.477 -3.129 4.451
H -3.341 -1.985 2.436
H -1.933 -0.386 1.220
H 3.773 -0.679 -0.576
H 5.613 -1.441 -2.087
H 5.264 -3.407 -3.536
H 3.110 -4.607 -3.516
H 1.286 -3.850 -2.015
H -1.085 -3.568 0.291
H -1.260 -5.625 1.692
H 0.678 -6.368 3.023
H 2.795 -5.098 2.967
H 2.969 -3.053 1.566
H -0.839 -3.215 -2.495
H -2.129 -4.429 -4.240
H -3.736 -3.198 -5.653
H -4.156 -0.798 -5.255
H -2.878 0.405 -3.499
H 1.201 1.580 -1.235
H 3.203 2.292 -2.510
H 3.722 1.223 -4.685
H 2.237 -0.542 -5.580
H 0.236 -1.225 -4.329
N -2.526 4.221 0.078
C -2.483 5.273 -0.964
C -2.727 4.719 -2.364
C -1.397 4.365 -3.024
N -0.663 3.338 -2.257
H -3.495 3.956 0.240
H -2.222 4.631 0.962
H -1.502 5.749 -0.935
H -3.231 6.025 -0.709
H -3.237 5.453 -2.987
H -3.359 3.829 -2.285
H -0.782 5.264 -3.063
H -1.568 4.040 -4.054
H 0.333 3.504 -2.331
H -0.842 2.429 -2.659
I -2.224 6.590 3.586
I -4.805 6.357 4.161
C -3.252 1.876 4.209
S -2.969 2.589 2.610
O -3.915 3.650 2.405
O -3.118 1.503 1.579
O -1.556 3.014 2.528
H -4.328 1.851 4.359
H -2.770 2.529 4.933
H -2.822 0.878 4.240
*
```

- Kohn-Sham gap: 7.71 eV
- Lowest unoccupied orbital energy: -0.1760 hartree
- HOMO level: -12.50 eV



Most stable: version i



Version i
This record from the Open Molecules 2025 dataset describes the ion CH5N2S with charge +1. The level of theory is the ωB97M-V functional and the def2-TZVPD basis.

Geometry as ORCA input:
```
! wB97M-V def2-TZVPD RIJCOSX def2/J DEFGRID3
* xyz 1 1
N 0.891 -0.735 0.134
C 0.688 0.529 0.168
N -0.857 0.829 0.194
S -2.050 -0.503 0.113
H 1.701 -1.151 0.547
H 0.053 -1.216 0.036
H 1.215 1.474 0.342
H -1.296 1.597 -0.282
H -1.747 -0.935 -1.183
*
```

- Kohn-Sham gap: 9.70 eV
- Lowest unoccupied orbital energy: -0.1946 hartree
- SMILES: [NH2+]=CNS
- HOMO level: -15.00 eV



Version ii
This record from the Open Molecules 2025 dataset describes a cluster of 2 separate species, CH5N2S in total. The level of theory is the ωB97M-V functional and the def2-TZVPD basis.

Geometry as ORCA input:
```
! wB97M-V def2-TZVPD RIJCOSX def2/J DEFGRID3
* xyz 1 1
C 0.282 -0.272 -0.286
N 1.413 0.520 1.307
N -0.775 0.368 -0.331
S -2.205 0.063 -1.207
H 0.392 -1.226 -0.654
H 2.398 0.487 0.905
H 1.111 -0.272 1.960
H -0.652 1.318 0.212
H -1.964 -0.986 -1.907
*
```

- Kohn-Sham gap: 9.39 eV
- Lowest unoccupied orbital energy: -0.2136 hartree
- HOMO level: -15.21 eV



Most stable: version i



Version i
This record from the Open Molecules 2025 dataset describes a cluster of 2 separate species, C2H2Cl4 in total. The level of theory is the ωB97M-V functional and the def2-TZVPD basis.

Geometry as ORCA input:
```
! wB97M-V def2-TZVPD RIJCOSX def2/J DEFGRID3
* xyz 0 1
C 0.165 0.154 0.296
C 1.567 -0.263 0.439
Cl -0.017 1.682 1.264
Cl 1.302 -2.627 -1.134
Cl 2.066 -1.024 1.852
Cl 2.741 0.437 -0.526
H -0.531 -0.574 0.711
H -0.082 0.395 -0.737
*
```

- Kohn-Sham gap (alpha / beta): 6.70 / 6.55 eV
- Lowest unoccupied orbital energy (alpha / beta): -0.1031 / -0.1053 hartree
- HOMO level (alpha / beta): -9.51 / -9.42 eV



Version ii
This record from the Open Molecules 2025 dataset describes a cluster of 2 separate species, C2H2Cl4 in total. The level of theory is the ωB97M-V functional and the def2-TZVPD basis.

Geometry as ORCA input:
```
! wB97M-V def2-TZVPD RIJCOSX def2/J DEFGRID3
* xyz 0 1
C 1.237 0.145 -0.754
C -1.795 -0.808 1.596
Cl -0.247 0.827 -1.269
Cl 2.675 1.324 -0.760
Cl -2.897 -1.610 0.621
Cl -1.975 0.890 1.483
H 1.662 -0.767 -1.359
H 1.339 -0.002 0.443
*
```

- Kohn-Sham gap: 8.59 eV
- Lowest unoccupied orbital energy: -0.0411 hartree
- HOMO level: -9.71 eV



Most stable: version i



Version i
This record from the Open Molecules 2025 dataset describes the molecule C4H6ClNOS. The level of theory is the ωB97M-V functional and the def2-TZVPD basis.

Geometry as ORCA input:
```
! wB97M-V def2-TZVPD RIJCOSX def2/J DEFGRID3
* xyz 0 1
C -0.746 -1.658 -0.431
N -0.095 -0.389 -0.546
S 1.091 -0.298 -1.745
C 1.646 1.232 -1.085
C 1.101 1.458 0.112
C 0.129 0.461 0.558
O -0.947 0.962 1.098
Cl 1.145 -0.382 2.009
H -0.661 -2.294 -1.296
H -0.540 -2.206 0.480
H -1.841 -1.388 -0.268
H 2.184 1.963 -1.679
H 1.217 2.333 0.726
H -1.636 0.318 0.952
*
```

- Kohn-Sham gap: 8.73 eV
- Lowest unoccupied orbital energy: 0.0220 hartree
- SMILES: CN1SC=C[C@]1(O)Cl
- HOMO level: -8.13 eV



Version ii
This record from the Open Molecules 2025 dataset describes the molecule C4H6ClNOS. The level of theory is the ωB97M-V functional and the def2-TZVPD basis.

Geometry as ORCA input:
```
! wB97M-V def2-TZVPD RIJCOSX def2/J DEFGRID3
* xyz 0 1
N -1.629 -0.742 0.862
C -1.362 -0.466 -0.471
S -2.356 -0.369 -1.738
C 0.056 -0.228 -0.839
C 1.273 -0.227 0.023
O 1.106 -0.453 1.360
C 0.826 1.072 -0.534
Cl 0.030 2.233 0.397
H -1.004 -0.659 1.649
H -2.647 -0.706 0.967
H 0.192 -0.710 -1.790
H 2.226 -0.566 -0.344
H 1.804 0.274 1.790
H 1.484 1.547 -1.333
*
```

- Kohn-Sham gap: 8.76 eV
- Lowest unoccupied orbital energy: 0.0124 hartree
- SMILES: NC(=S)[C@@H]1[C@H](O)[C@@H]1Cl
- HOMO level: -8.42 eV



Most stable: version i